The following is a quantum chemistry calculation of a molecular structure, C28H43AsKN2O3S2 at a distorted geometry, from OMol25.

Atoms and positions in Å:
K1 -2.155274 1.527467 -1.417218
C1 0.874919 3.541032 -3.017684
O1 -0.475442 3.195372 -3.307180
C2 -0.857254 3.403152 -4.694792
C3 -2.367786 3.354152 -4.885629
O2 -2.920648 2.415332 -3.936352
C4 -4.318693 2.141020 -4.211355
C5 -4.417448 0.668851 -3.892119
O3 -4.273140 0.612378 -2.471816
C6 -4.321137 -0.727039 -1.973594
H1 1.423052 2.564236 -2.932592
H2 0.944473 4.086223 -2.077752
H3 1.403525 4.149762 -3.784582
H4 -0.390331 2.526073 -5.270056
H5 -0.503610 4.401007 -5.028067
H6 -2.550090 3.102101 -5.938051
H7 -2.815027 4.354465 -4.738286
H8 -4.532570 2.464343 -5.342521
H9 -4.885549 2.830421 -3.547211
H10 -3.643895 0.147819 -4.420140
H11 -5.347970 0.244921 -4.208949
H12 -5.256419 -0.814072 -1.454454
H13 -3.487062 -0.861676 -1.299081
H14 -4.337670 -1.422454 -2.812938
S1 -0.281657 -0.695116 -1.161375
C7 1.160762 -1.346437 -0.466455
N1 1.947056 -2.208918 -1.218432
C8 3.256722 -2.595927 -0.837592
C9 3.366114 -2.590045 0.722345
N2 2.795851 -1.396842 1.360111
C10 3.402216 -1.075209 2.724328
C11 4.946871 -1.206171 2.811883
C12 5.781639 -0.242539 2.196963
C13 7.178909 -0.326863 2.310628
C14 7.705991 -1.349076 3.123420
C15 6.898277 -2.357851 3.631516
C16 5.493240 -2.266368 3.566265
C17 1.622382 -0.941704 0.917321
S2 0.517908 0.116793 1.709450
C18 1.389155 -3.020286 -2.254671
C19 0.848630 -4.332170 -1.836402
C20 1.473965 -5.553376 -2.332529
C21 1.006238 -6.767527 -1.914578
C22 0.062557 -6.807970 -0.836129
C23 -0.469992 -5.629634 -0.284686
C24 -0.145049 -4.404446 -0.823304
H15 4.033419 -2.022910 -1.395808
H16 3.497844 -3.688284 -0.958948
H17 4.438597 -2.671248 1.024133
H18 2.900267 -3.512210 1.125631
H19 2.940327 -1.746115 3.449166
H20 3.047997 -0.063082 2.986362
H21 5.359454 0.466018 1.481879
H22 7.816651 0.450401 1.968809
H23 8.738565 -1.192091 3.494961
H24 7.325537 -3.126407 4.287248
H25 4.788292 -2.977931 4.067204
H26 2.193912 -3.208915 -2.949989
H27 0.702709 -2.421497 -2.849358
H28 2.251133 -5.480304 -3.067279
H29 1.445335 -7.684136 -2.300649
H30 -0.324743 -7.764465 -0.542015
H31 -1.288766 -5.698322 0.465665
H32 -0.593289 -3.439084 -0.449776
C25 -4.727358 5.710072 5.936662
As1 -3.502219 5.655437 4.260290
C26 -3.797235 3.751978 4.020652
C27 -4.975865 6.186327 3.027098
H33 -5.740691 5.716551 5.605679
H34 -4.490095 6.596903 6.521979
H35 -4.474529 4.788350 6.470577
H36 -3.350946 3.172945 4.786854
H37 -3.413574 3.566645 3.032930
H38 -4.886647 3.620276 4.027350
H39 -4.636026 6.105764 2.037878
H40 -5.177183 7.240258 3.328433
H41 -5.989453 5.682965 3.148759
C28 -0.046285 -0.731682 2.982184
H42 -1.017061 -0.417828 3.328194
H43 0.205187 -1.771586 3.201584

Cartesian forces (eV/Å) of the 6 atoms listed first:
K 0.798 0.313 0.260
C 0.990 -1.261 -0.327
O -0.796 1.227 -1.015
C 1.052 -1.314 0.540
C 0.158 0.210 1.270
O -0.092 0.859 -1.726

- multiplicity = 1
- E (Eh) = -5059.75493
- Kohn-Sham gap (alpha / beta) (eV) = 1.7 / 1.7
- HOMO (alpha / beta) (eV) = -0.17 / -0.17
- E_LUMO (alpha / beta) (eV) = 1.528 / 1.525
- charge = -1

Here are the Löwdin charges for atoms 1 to 5, given in e: atom 1 (K): 0.478, atom 2 (C): -0.104, atom 3 (O): -0.253, atom 4 (C): -0.177, atom 5 (C): -0.193